Below is a structure of composition C27H40N4OPdS4, with properties calculated with ωB97M-V with the def2-TZVPD basis set.

The value obtained for the total energy is -3067.190558 Ha. For the energy above the lowest of the compared OMol25 structures with the same formula, charge and spin, the calculation gives 51.2 kJ/mol. As for the highest occupied orbital energy (spin up / spin down): -13.67 / -13.68 eV. Its charge is +2. As for the LUMO energy (spin up / spin down): -9.0 / -9.0 eV. The value obtained for the largest force on an atom is 0.96 eV/A.

Atoms and positions in Å:
Pd  -1.25  -1.01  -2.36
C  -1.60  3.22  -1.53
C  -2.00  1.83  -1.94
N  -1.04  0.98  -2.33
N  0.22  1.49  -2.39
C  1.17  0.65  -2.63
S  0.94  -1.07  -2.79
S  2.82  1.15  -2.76
C  2.69  2.95  -2.69
C  2.33  3.53  -1.35
C  2.85  3.02  -0.16
C  2.55  3.63  1.05
C  1.73  4.75  1.09
C  1.22  5.27  -0.09
C  1.51  4.66  -1.30
C  -3.38  1.49  -1.96
C  -4.32  2.54  -1.77
C  -5.67  2.35  -1.85
C  -6.20  1.06  -2.11
C  -5.36  0.01  -2.28
C  -3.94  0.17  -2.19
O  -3.26  -0.91  -2.30
H  -0.55  3.26  -1.28
H  -2.18  3.54  -0.67
H  -1.77  3.93  -2.35
H  2.00  3.28  -3.47
H  3.69  3.25  -3.00
H  3.51  2.17  -0.19
H  2.97  3.24  1.97
H  1.51  5.23  2.03
H  0.60  6.15  -0.07
H  1.12  5.07  -2.22
H  -3.96  3.54  -1.59
H  -6.33  3.19  -1.72
H  -7.27  0.92  -2.18
H  -5.73  -0.99  -2.48
C  -2.89  -3.97  -2.16
S  -1.46  -3.28  -3.00
C  -0.14  -4.31  -2.36
H  -3.02  -4.99  -2.53
H  -3.75  -3.37  -2.42
H  -2.74  -3.98  -1.08
H  -0.11  -4.27  -1.27
H  0.80  -3.95  -2.77
H  -0.32  -5.32  -2.70
C  1.85  1.43  2.92
C  3.25  0.81  2.90
C  3.33  -0.60  2.30
C  3.06  -0.69  0.80
N  1.66  -0.43  0.42
C  0.66  -1.28  0.53
S  -0.93  -0.71  0.04
N  0.83  -2.49  1.05
C  -0.23  -3.43  1.41
C  -0.82  -3.16  2.79
C  0.21  -3.09  3.91
C  1.11  -4.32  4.00
H  1.83  2.30  3.58
H  1.11  0.72  3.30
H  1.53  1.77  1.94
H  3.63  0.75  3.92
H  3.94  1.46  2.36
H  2.65  -1.26  2.85
H  4.33  -1.00  2.46
H  3.34  -1.67  0.41
H  3.66  0.04  0.26
H  1.43  0.48  0.06
H  1.74  -2.69  1.44
H  0.21  -4.43  1.36
H  -1.01  -3.36  0.65
H  -1.53  -3.97  2.99
H  -1.40  -2.23  2.75
H  -0.32  -2.96  4.85
H  0.82  -2.19  3.79
H  0.53  -5.23  4.07
H  1.75  -4.27  4.89
H  1.78  -4.42  3.14

Below is the molecule C4H4O2S in a non-equilibrium geometry, with properties calculated with ωB97M-V with the def2-TZVPD basis set.

The value obtained for the total energy is -703.428130 Ha. For the energy above the lowest of the compared OMol25 structures with the same formula, charge and spin, the calculation gives 167.6 kJ/mol. As for the highest occupied orbital energy: -9.00 eV. Its charge is 0. As for the LUMO energy: 0.3 eV. The value obtained for the largest force on an atom is 4.42 eV/A. The SMILES is Cc1cc(=O)so1.

Atoms and positions in Å:
C  1.62  0.65  -0.05
C  0.22  0.17  0.05
C  -0.46  -1.01  0.05
C  -1.86  -0.81  0.03
O  -2.77  -1.59  0.01
S  -2.22  0.96  -0.02
O  -0.68  1.42  0.10
H  1.74  1.80  0.11
H  2.11  0.35  -0.98
H  2.32  -0.03  0.64
H  -0.02  -1.92  0.08

Below is the ion C11H20BFNO with charge -1 in a non-equilibrium geometry, with properties calculated with ωB97M-V with the def2-TZVPD basis set.

The value obtained for the total energy is -685.719305 Ha. As for the highest occupied orbital energy: -4.61 eV. Its charge is -1. As for the LUMO energy: 3.3 eV. The value obtained for the largest force on an atom is 2.16 eV/A.

Atoms and positions in Å:
C  2.31  1.52  -0.83
C  1.83  1.08  0.33
B  0.56  0.08  0.52
C  -0.89  0.94  0.50
C  -0.87  2.26  -0.20
C  -1.19  2.31  -1.68
N  -0.58  3.33  0.44
C  0.67  -1.19  -0.56
C  -0.27  -1.22  -1.75
C  0.29  -1.97  -2.95
F  -1.48  -1.87  -1.39
C  0.71  -0.59  2.06
C  -0.49  -1.35  2.37
C  -0.73  -1.90  3.98
O  -1.51  -0.84  3.05
H  2.06  1.05  -1.77
H  2.95  2.41  -0.88
H  2.35  1.42  1.23
H  -1.12  1.18  1.54
H  -1.71  0.32  0.12
H  -1.79  3.20  -1.91
H  -1.74  1.44  -2.02
H  -0.25  2.39  -2.24
H  -0.59  4.13  -0.19
H  1.68  -1.19  -0.98
H  0.56  -2.16  -0.07
H  -0.53  -0.22  -2.08
H  0.96  -1.29  -3.49
H  0.86  -2.84  -2.64
H  -0.51  -2.25  -3.65
H  1.55  -1.30  2.06
H  0.80  0.16  2.85
H  -0.80  -2.10  1.63
H  -0.99  -2.90  3.52
H  -1.52  -1.99  4.72

Below is a structure of composition C28H34BrCl6O2RuSSi, with properties calculated with ωB97M-V with the def2-TZVPD basis set.

The value obtained for the total energy is -7355.668121 Ha. For the energy above the lowest of the compared OMol25 structures with the same formula, charge and spin, the calculation gives 159.9 kJ/mol. As for the highest occupied orbital energy (spin up / spin down): -7.30 / -7.28 eV. Its charge is 0. As for the LUMO energy (spin up / spin down): -0.1 / -0.1 eV. Its spin multiplicity is 2. The value obtained for the largest force on an atom is 0.70 eV/A.

Atoms and positions in Å:
Ru  -1.38  0.54  -0.09
C  3.44  -1.71  5.77
C  1.94  -2.05  5.74
C  1.25  -1.25  6.85
C  1.76  -3.55  6.03
C  1.35  -1.73  4.37
C  0.13  -1.09  4.20
C  -0.34  -0.86  2.93
Br  -2.06  -0.04  2.77
C  0.35  -1.20  1.75
O  -0.15  -0.95  0.56
C  1.57  -1.91  1.91
C  2.01  -2.14  3.21
C  2.42  -2.53  0.79
C  2.12  -4.04  0.77
C  3.92  -2.32  1.07
C  2.18  -1.99  -0.63
H  3.82  -1.81  6.79
H  3.61  -0.68  5.44
H  4.02  -2.37  5.13
H  1.74  -1.44  7.80
H  0.20  -1.53  6.96
H  1.29  -0.18  6.65
H  2.20  -3.81  7.00
H  2.24  -4.15  5.26
H  0.70  -3.81  6.06
H  -0.46  -0.78  5.05
H  2.94  -2.69  3.33
H  2.28  -4.48  1.75
H  2.76  -4.55  0.05
H  1.08  -4.21  0.48
H  4.28  -2.91  1.91
H  4.13  -1.27  1.28
H  4.50  -2.62  0.20
H  1.16  -2.13  -0.96
H  2.85  -2.53  -1.31
H  2.44  -0.94  -0.70
Cl  -3.11  2.73  0.72
C  -4.69  2.61  -0.08
Cl  -5.00  3.98  -1.14
H  -5.44  2.59  0.70
H  -4.68  1.70  -0.67
O  -2.19  1.74  -1.84
S  -1.75  2.94  -2.64
C  -2.95  3.07  -3.94
C  -3.39  1.92  -4.59
C  -4.34  2.06  -5.59
C  -4.82  3.32  -5.94
C  -4.37  4.45  -5.27
C  -3.43  4.32  -4.26
C  -0.28  2.52  -3.56
C  0.25  1.25  -3.53
C  1.42  0.98  -4.24
C  2.03  1.99  -4.96
C  1.49  3.27  -4.98
C  0.34  3.55  -4.27
H  -3.02  0.95  -4.30
H  -4.70  1.18  -6.11
H  -5.56  3.42  -6.72
H  -4.76  5.42  -5.53
H  -3.09  5.19  -3.71
H  -0.23  0.48  -2.94
H  1.84  -0.01  -4.21
H  2.94  1.78  -5.51
H  1.98  4.06  -5.54
H  -0.08  4.55  -4.27
Cl  0.53  1.97  1.13
C  0.35  1.41  -0.56
H  1.15  0.75  -0.85
H  0.28  2.30  -1.19
Cl  -4.37  -1.04  -0.63
Si  -2.38  -1.21  -1.23
Cl  -1.84  -3.11  -0.64
Cl  -2.45  -1.36  -3.30